#a
A cluster of 2 separate species, C5H15NO in total. Source: OMol25; level of theory: ωB97M-V/def2-TZVPD.

Geometry as ORCA input:
```
! wB97M-V def2-TZVPD RIJCOSX def2/J DEFGRID3
* xyz 0 1
C 0.601 2.323 -1.503
N 1.427 -0.291 -0.065
O -4.787 -1.725 2.656
H 1.301 -1.313 -1.978
C 1.542 -1.411 -0.933
H 2.537 -1.939 -0.843
C 1.668 -0.581 1.272
H 2.693 -1.164 1.292
H 0.080 0.958 0.878
H 0.885 2.899 -0.549
H -1.468 1.419 -0.930
H -0.628 0.549 -2.117
H -0.700 -0.512 -0.281
H -5.515 -1.165 2.328
H 0.893 -2.270 -0.713
H 1.541 0.225 2.028
C 0.054 0.307 -0.069
H 0.293 2.962 -2.286
C -0.366 1.229 -1.220
H 1.648 1.880 -1.868
H 0.709 -1.253 1.542
H -4.409 -1.127 3.360
*
```

The HOMO energy is -8.34 eV. The molar mass is 105.18 g mol⁻¹. As for the HOMO-LUMO gap: 9.140 eV.



#b
A cluster of 2 separate species, C5H15NO in total. Source: OMol25; level of theory: ωB97M-V/def2-TZVPD.

Geometry as ORCA input:
```
! wB97M-V def2-TZVPD RIJCOSX def2/J DEFGRID3
* xyz 0 1
H -0.768 0.934 -0.761
H -2.255 0.184 1.426
H -0.249 -1.779 0.663
C 1.685 0.247 1.287
N -0.547 -0.889 1.023
C -1.744 0.428 -0.740
C -1.858 -0.395 0.592
H 2.821 -1.602 1.412
O -1.059 1.809 -4.206
H -1.918 -0.213 -1.610
H 3.509 -0.309 0.212
H -2.485 1.191 -0.824
H 1.981 1.061 1.978
H 0.743 -1.095 2.671
H -0.369 1.605 -4.846
C 0.451 -0.351 1.926
C 2.648 -0.804 0.693
H 1.990 -1.142 -0.110
H -2.470 -1.335 0.511
H 1.422 0.952 0.488
H -1.593 1.011 -4.291
H 0.067 0.492 2.505
*
```

The HOMO energy is -7.94 eV. The molar mass is 105.18 g mol⁻¹. As for the HOMO-LUMO gap: 8.815 eV.



#c
A cluster of 2 separate species, C5H15NO in total. Source: OMol25; level of theory: ωB97M-V/def2-TZVPD.

Geometry as ORCA input:
```
! wB97M-V def2-TZVPD RIJCOSX def2/J DEFGRID3
* xyz 0 1
H -1.721 0.601 2.209
H -0.800 -0.586 -2.108
H 0.870 -0.803 -3.634
H -1.062 1.960 1.312
N -0.040 0.609 -0.649
H 0.725 2.455 -0.145
H 0.727 0.862 -3.280
H -1.716 -2.004 3.714
C 1.118 1.445 -0.326
C -0.859 0.944 1.634
H -1.473 -0.610 0.316
C -0.546 -0.078 0.557
H 1.735 1.253 0.564
H 1.778 1.554 -1.171
H 0.148 -0.868 0.859
O -1.193 -2.543 3.093
H -1.659 -3.365 3.021
C 1.119 -0.074 -2.867
C 0.196 -0.467 -1.687
H 0.545 -1.387 -1.217
H -0.014 0.990 2.331
H 2.122 0.113 -2.525
*
```

The HOMO energy is -8.23 eV. The molar mass is 105.18 g mol⁻¹. As for the HOMO-LUMO gap: 9.050 eV.



#d
A cluster of 2 separate species, C5H15NO in total. Source: OMol25; level of theory: ωB97M-V/def2-TZVPD.

Geometry as ORCA input:
```
! wB97M-V def2-TZVPD RIJCOSX def2/J DEFGRID3
* xyz 0 1
H -2.064 1.068 1.131
N 0.321 2.294 -0.708
H 2.264 -1.529 -2.947
H 1.410 -0.317 -0.040
C 0.647 0.128 0.591
H 3.192 -1.207 -1.750
H -2.788 -0.501 0.802
H -0.070 -2.424 -0.610
C -0.761 -0.407 0.101
H -1.758 -2.178 -0.278
H -1.615 -0.425 2.081
H -0.288 1.852 1.117
H -0.430 2.960 -0.772
H 0.779 -0.207 1.629
C 0.629 1.662 0.553
O 2.286 -1.373 -2.003
C -1.862 -0.001 1.105
H -0.904 0.148 -0.833
H 1.428 2.200 1.071
C -0.745 -1.936 0.084
H 0.986 2.486 -1.439
H -0.659 -2.292 1.112
*
```

The HOMO energy is -8.51 eV. The molar mass is 105.18 g mol⁻¹. As for the HOMO-LUMO gap: 9.252 eV.



Which structure is the most stable? The one labeled #d.



#a
A cluster of 2 separate species, C5H15NO in total. Source: OMol25; level of theory: ωB97M-V/def2-TZVPD.

Geometry as ORCA input:
```
! wB97M-V def2-TZVPD RIJCOSX def2/J DEFGRID3
* xyz 0 1
H -2.280 0.052 0.774
N 0.556 1.082 2.356
C 0.075 0.813 -0.162
H 1.026 2.485 0.674
C 1.077 -0.198 -0.763
C -1.668 0.263 1.650
H 2.009 -0.254 -0.198
H 0.085 -0.692 1.335
H -0.604 -4.401 -4.061
H -0.062 1.061 3.158
H 0.044 -4.145 -2.804
H -0.903 0.830 -0.658
H 1.472 2.233 -1.037
H -1.952 -0.405 2.457
H 1.282 -0.158 -1.831
H -0.043 3.053 -0.482
C -0.193 0.379 1.291
H -2.054 1.281 1.807
H 0.669 -1.211 -0.610
H 1.412 0.591 2.601
C 0.646 2.219 -0.330
O -0.473 -3.682 -3.446
*
```

The HOMO energy is -9.26 eV. The molar mass is 105.18 g mol⁻¹. As for the HOMO-LUMO gap: 10.095 eV.



#b
A cluster of 2 separate species, C5H15NO in total. Source: OMol25; level of theory: ωB97M-V/def2-TZVPD.

Geometry as ORCA input:
```
! wB97M-V def2-TZVPD RIJCOSX def2/J DEFGRID3
* xyz 0 1
C 0.182 0.797 -0.377
H -2.734 0.248 -2.207
C -1.321 0.801 -0.647
H 0.562 -1.204 1.503
H -1.065 0.421 -2.769
N 0.798 -0.521 -0.516
H 0.665 1.447 -1.112
H -1.541 -0.995 -1.862
H 2.562 -0.047 0.584
C 0.299 -1.463 0.460
H 2.611 0.271 -1.169
H 0.388 1.218 0.621
H -1.848 0.352 0.197
H -0.664 0.939 4.131
C -1.691 0.083 -1.939
O -0.254 1.224 3.309
H 0.713 -2.453 0.260
H -0.785 -1.560 0.402
H -1.652 1.838 -0.704
H -0.162 0.413 2.799
C 2.244 -0.413 -0.405
H 2.695 -1.394 -0.561
*
```

The HOMO energy is -8.66 eV. The molar mass is 105.18 g mol⁻¹. As for the HOMO-LUMO gap: 9.479 eV.



Which structure is the most stable? The one labeled #b.



#a
A cluster of 3 separate species, C4H16N2O2 in total. Source: OMol25; level of theory: ωB97M-V/def2-TZVPD.

Geometry as ORCA input:
```
! wB97M-V def2-TZVPD RIJCOSX def2/J DEFGRID3
* xyz 0 1
C 2.492 1.056 0.994
H -3.047 3.532 -4.805
H 0.778 -1.317 -0.501
H -1.067 3.764 -2.091
H 0.341 -0.093 0.657
N 2.463 -0.310 0.441
H -2.330 -2.040 1.348
N -1.470 -1.793 1.812
C 1.093 -0.857 0.437
H -3.208 1.955 -4.876
H 1.929 1.785 0.405
H -0.340 -3.642 1.992
H -2.289 3.529 -1.276
H 1.748 -2.650 1.462
H 3.523 1.386 1.042
H -0.574 -3.131 0.506
H 2.680 -0.208 -0.547
H 0.995 -1.501 2.532
H 2.066 0.979 1.979
O -2.974 2.749 -5.364
H -1.659 -1.719 2.800
C 0.964 -1.907 1.529
C -0.357 -2.664 1.481
O -1.758 3.097 -1.957
*
```

The HOMO energy is -8.73 eV. The molar mass is 124.18 g mol⁻¹. As for the HOMO-LUMO gap: 9.327 eV.



#b
A cluster of 3 separate species, C4H16N2O2 in total. Source: OMol25; level of theory: ωB97M-V/def2-TZVPD.

Geometry as ORCA input:
```
! wB97M-V def2-TZVPD RIJCOSX def2/J DEFGRID3
* xyz 0 1
H -0.487 -2.147 1.047
N 0.185 -1.527 -0.800
H 1.296 -2.315 0.753
N 1.611 0.511 0.695
H 1.635 0.193 3.195
H -0.774 -0.713 -2.432
C 0.409 -1.699 0.642
H 1.176 -1.413 3.157
H 2.579 0.503 0.985
C -0.469 -0.377 -1.421
C 0.588 -0.328 1.342
H -5.451 2.425 -1.068
H -4.208 1.739 -0.838
H -0.303 0.280 1.246
H 0.960 -1.825 -1.370
O 1.677 1.073 -3.359
H 0.116 0.549 -1.631
O -5.141 1.637 -0.603
H -1.169 -0.038 -0.637
H -0.155 -0.148 3.421
C 0.750 -0.443 2.886
H 2.354 1.741 -3.441
H 1.472 0.838 -2.440
H 1.348 1.484 0.669
*
```

The HOMO energy is -8.20 eV. The molar mass is 124.18 g mol⁻¹. As for the HOMO-LUMO gap: 8.826 eV.



Which structure is the most stable? The one labeled #a.